(1)
The following is a DFT calculation (ωB97M-V/def2-TZVPD) of a cluster of 2 separate species, C6H14O2 in total.

```
22
Properties=species:S:1:pos:R:3:forces:R:3:lowdin_charge:R:1
H -1.846774 1.690576 -1.495379 -0.1672 -0.1635 -0.3151 0.122
H -1.163594 2.208301 0.686785 -0.2829 0.1248 0.1078 0.109
H -0.881729 -0.750754 1.055858 0.2729 -0.2674 -0.2219 0.104
H -2.916878 -0.812345 -0.524563 -0.0972 0.0579 0.1716 0.125
C -0.752670 0.253456 1.460502 -0.5311 -0.2315 -0.7403 -0.227
H 1.914026 -1.110721 1.097060 0.1368 -0.0384 -0.2979 0.066
H 2.549157 -0.137551 2.423421 -0.0452 -0.1327 -0.0071 0.069
O 4.235259 -0.846148 -1.230969 0.5589 0.4208 0.2282 -0.073
H -0.436769 0.707080 -1.201728 0.0810 -0.0182 -0.0905 0.121
H 4.814352 -0.251695 -0.718516 -0.4364 -0.3881 -0.2756 0.041
H 1.138424 -1.207716 2.629043 0.0063 0.1563 0.2870 0.071
C -2.220559 -0.409512 -1.284060 -0.1419 -0.0659 -0.0273 -0.280
C 0.716225 0.637855 1.557901 -0.1259 -0.0314 0.6564 -0.269
C 1.635737 -0.509938 1.954919 -0.0362 -0.1221 -0.0490 -0.108
C -1.582183 1.206195 0.569539 0.9250 -0.2879 0.1563 -0.210
H 1.069213 1.099496 0.642735 0.0290 0.0634 -0.3019 0.100
H -1.193294 0.155623 2.445603 -0.0053 0.2860 0.3782 0.108
H 4.763738 -1.058741 -2.009923 -0.1426 -0.0274 0.0653 0.032
O -2.101046 -0.988213 -2.328353 0.0820 -0.0607 -0.2540 0.056
H 0.773247 1.404240 2.333044 0.0962 0.2068 -0.0565 0.106
H -2.612727 1.211160 0.899776 -0.3400 0.1176 -0.0248 0.102
C -1.480580 0.841556 -0.916838 0.1639 0.4015 0.6111 -0.165
```
Forces are in eV/Å.

## Properties
largest force on an atom: 1.0 eV Å⁻¹
HOMO level: -9.689 eV
spin multiplicity: 1
frontier orbital gap: 10.464 eV
structure (SMILES): CCCCCC=O.O
energy above the lowest of the compared OMol25 structures with the same formula, charge and spin: 23.58 kcal/mol
E_LUMO: 0.78 eV

=====

(2)
The following is a DFT calculation (ωB97M-V/def2-TZVPD) of a structure of composition C10H20Cu2O10S2.

```
44
Properties=species:S:1:pos:R:3:forces:R:3:mulliken_spin:R:1
O -0.049700 -2.353879 3.020055 0.1664 -0.0541 -0.8671 -0.003
H -0.444310 -3.469423 -1.762759 -0.2398 0.3129 0.5277 0.000
C -0.667758 4.134493 -2.755672 0.0931 -0.3133 0.3106 -0.001
H 0.745828 2.385349 -0.427373 -0.4376 0.1395 0.0261 0.004
H 1.401900 -2.708770 5.877164 -0.4412 -0.2984 0.1696 0.000
H 1.274177 -3.354133 -1.751088 0.1767 0.3187 0.4357 0.001
C 0.682479 2.550346 -1.502645 0.9938 0.1521 0.1291 -0.008
H 2.014636 -3.684341 4.551856 0.0372 0.1876 -0.1620 0.000
O -0.115795 0.468772 1.086671 0.9243 0.1968 0.4500 0.082
H -1.930476 2.487186 -3.401313 0.0688 -0.2474 -0.1695 0.001
H 1.587457 2.044548 -1.857125 -0.2286 0.0280 -0.4844 0.003
S -0.496869 1.634060 1.902071 -1.5959 -1.5504 -1.4787 -0.010
H -0.611131 4.795266 -3.616289 0.1868 0.1425 0.1141 0.000
C 0.372252 -2.747020 -1.808760 0.2205 -0.1542 -1.3868 0.002
Cu 0.850680 2.646803 3.970453 -1.1006 -0.6264 -1.0783 0.385
H 1.482952 4.417866 -2.423358 0.1090 -0.6072 -0.2548 0.000
O 0.517463 2.727014 2.018434 0.7145 0.3979 0.6285 0.282
O -2.084818 -2.731441 4.349209 -0.4009 0.5436 0.4251 0.000
H -0.012978 -1.938292 0.104633 -0.4948 0.7858 0.1340 0.003
H 0.432614 -1.053356 4.485182 0.3028 0.0989 0.1104 0.000
O -1.742277 2.046491 1.219572 -0.1602 0.7212 -0.0119 0.093
C 0.281156 -1.558167 -0.872588 0.8942 -1.4547 -0.0965 -0.002
C -0.882146 2.690952 -3.199386 -0.7030 1.1109 0.2944 0.001
H -1.748090 -1.440451 -3.087541 -0.1101 0.2231 0.0296 -0.001
H -0.608986 -0.135792 -3.588156 -0.2176 0.2793 0.3426 0.000
H -1.469933 4.472018 -2.099085 -0.2381 -0.0778 -0.2534 0.000
H 1.258499 -1.711797 -3.559400 -0.0026 0.4840 0.4375 0.000
H 0.573270 4.688695 -1.034408 -0.3226 -0.2018 0.1255 0.000
S -1.029148 -3.424412 3.725317 0.6979 -0.3221 0.1657 0.000
O -0.494634 1.923314 -2.040407 -0.3106 -0.3917 0.6188 0.024
H -0.057430 -2.716283 -3.969013 -0.0715 -0.1378 0.1754 0.001
H 1.857273 -1.604391 3.493898 -0.2797 0.2193 -0.4785 0.000
O -1.291871 -4.457916 2.808115 0.0180 -0.2372 -0.3881 0.000
O -0.634229 -0.639403 -1.528454 -1.0737 0.4568 1.2096 0.059
O -0.666849 1.289234 3.338238 0.7653 0.7124 1.0857 0.324
H 1.245836 -1.052385 -0.830209 -0.0087 0.0030 0.2374 -0.001
C -0.765436 -0.995631 -2.943162 0.3315 -0.3867 -0.5637 0.004
H -0.254951 2.478598 -4.066444 0.0699 -0.4234 0.1446 0.003
O 0.035746 -3.917306 4.805747 -0.6465 0.2460 0.0708 0.000
Cu -1.544811 0.793875 -0.378940 1.8964 -0.3349 -1.0269 0.753
C 0.611494 4.024631 -1.899523 0.1788 0.9334 -0.0494 0.001
C 0.298333 -2.056323 -3.174797 -0.3707 -0.5176 -0.5362 0.004
C 1.172889 -3.070410 4.874504 0.8156 0.0529 0.0523 0.000
C 0.907690 -1.878188 3.946775 -0.2066 -0.4094 0.8352 -0.002
```
Forces are in eV/Å.

## Properties
largest force on an atom: 2.7 eV Å⁻¹
HOMO level (alpha / beta): -15.598 / -15.598 eV
spin multiplicity: 3
frontier orbital gap (alpha / beta): 6.290 / 3.602 eV
energy above the lowest of the compared OMol25 structures with the same formula, charge and spin: 0.00 kcal/mol
E_LUMO (alpha / beta): -9.31 / -12.00 eV
net charge: +2

=====

Q: Which value of largest force on an atom does entry 1 give?
A: 1.0 eV Å⁻¹

=====

Copy entry 1 word for word.
The following is a DFT calculation (ωB97M-V/def2-TZVPD) of a cluster of 2 separate species, C6H14O2 in total.

```
22
Properties=species:S:1:pos:R:3:forces:R:3:lowdin_charge:R:1
H -1.846774 1.690576 -1.495379 -0.1672 -0.1635 -0.3151 0.122
H -1.163594 2.208301 0.686785 -0.2829 0.1248 0.1078 0.109
H -0.881729 -0.750754 1.055858 0.2729 -0.2674 -0.2219 0.104
H -2.916878 -0.812345 -0.524563 -0.0972 0.0579 0.1716 0.125
C -0.752670 0.253456 1.460502 -0.5311 -0.2315 -0.7403 -0.227
H 1.914026 -1.110721 1.097060 0.1368 -0.0384 -0.2979 0.066
H 2.549157 -0.137551 2.423421 -0.0452 -0.1327 -0.0071 0.069
O 4.235259 -0.846148 -1.230969 0.5589 0.4208 0.2282 -0.073
H -0.436769 0.707080 -1.201728 0.0810 -0.0182 -0.0905 0.121
H 4.814352 -0.251695 -0.718516 -0.4364 -0.3881 -0.2756 0.041
H 1.138424 -1.207716 2.629043 0.0063 0.1563 0.2870 0.071
C -2.220559 -0.409512 -1.284060 -0.1419 -0.0659 -0.0273 -0.280
C 0.716225 0.637855 1.557901 -0.1259 -0.0314 0.6564 -0.269
C 1.635737 -0.509938 1.954919 -0.0362 -0.1221 -0.0490 -0.108
C -1.582183 1.206195 0.569539 0.9250 -0.2879 0.1563 -0.210
H 1.069213 1.099496 0.642735 0.0290 0.0634 -0.3019 0.100
H -1.193294 0.155623 2.445603 -0.0053 0.2860 0.3782 0.108
H 4.763738 -1.058741 -2.009923 -0.1426 -0.0274 0.0653 0.032
O -2.101046 -0.988213 -2.328353 0.0820 -0.0607 -0.2540 0.056
H 0.773247 1.404240 2.333044 0.0962 0.2068 -0.0565 0.106
H -2.612727 1.211160 0.899776 -0.3400 0.1176 -0.0248 0.102
C -1.480580 0.841556 -0.916838 0.1639 0.4015 0.6111 -0.165
```
Forces are in eV/Å.

## Properties
largest force on an atom: 1.0 eV Å⁻¹
HOMO level: -9.689 eV
spin multiplicity: 1
frontier orbital gap: 10.464 eV
structure (SMILES): CCCCCC=O.O
energy above the lowest of the compared OMol25 structures with the same formula, charge and spin: 23.58 kcal/mol
E_LUMO: 0.78 eV

=====

Q: Which of these has the highest largest force on an atom?
A: C10H20Cu2O10S2